(1)
{"formula": "C30H20I2LaN6O3", "method": "ωB97M-V/def2-TZVPD", "relative_energy_ev": 0.000, "e_lumo_ev": -3.684, "orbital_gap_ev": 6.10, "total_charge": 1, "symbols": ["La", "O", "C", "O", "C", "C", "C", "N", "C", "C", "C", "C", "C", "C", "C", "N", "C", "C", "C", "C", "C", "N", "H", "H", "H", "H", "H", "H", "H", "H", "H", "H", "I", "C", "C", "C", "I", "C", "C", "C", "C", "N", "C", "C", "O", "H", "H", "H", "H", "N", "C", "C", "C", "C", "C", "N", "H", "H", "H", "H", "H", "H"], "positions_angstrom": [[-0.108, -0.234, 0.134], [1.017, 1.463, 7.452], [1.897, 1.056, 6.661], [3.123, 0.828, 6.857], [1.429, 0.766, 5.228], [2.333, 0.191, 4.344], [1.889, -0.120, 3.050], [0.662, 0.213, 2.611], [-0.189, 0.789, 3.489], [0.142, 1.065, 4.782], [-1.526, 1.190, 3.000], [-2.566, 1.469, 3.905], [-3.755, 2.006, 3.443], [-3.911, 2.262, 2.069], [-2.866, 1.890, 1.239], [-1.716, 1.332, 1.665], [2.791, -0.806, 2.083], [4.090, -1.158, 2.388], [4.803, -1.950, 1.455], [4.262, -2.234, 0.225], [2.979, -1.783, -0.025], [2.264, -1.093, 0.882], [3.327, 0.052, 4.808], [-0.516, 1.592, 5.463], [-2.445, 1.232, 4.935], [-4.573, 2.071, 4.126], [-4.810, 2.667, 1.598], [-3.047, 2.012, 0.182], [4.570, -0.946, 3.307], [5.739, -2.420, 1.725], [4.804, -2.868, -0.485], [2.489, -1.970, -0.995], [-1.866, -3.649, -3.718], [-0.326, -2.261, -4.040], [0.306, -2.164, -5.285], [1.284, -1.230, -5.476], [2.232, -1.434, -7.324], [1.615, -0.291, -4.489], [2.535, 0.776, -4.684], [2.845, 1.581, -3.645], [2.149, 1.427, -2.426], [1.258, 0.474, -2.178], [1.017, -0.439, -3.216], [0.120, -1.526, -2.941], [-0.340, -1.688, -1.735], [0.044, -2.905, -6.012], [2.945, 0.916, -5.674], [3.512, 2.425, -3.761], [2.398, 2.132, -1.667], [-2.453, -1.474, -0.159], [-2.979, -0.589, -1.142], [-4.240, -0.724, -1.716], [-4.646, 0.271, -2.600], [-3.800, 1.339, -2.882], [-2.550, 1.371, -2.323], [-2.130, 0.401, -1.467], [-3.158, -1.906, 0.381], [-1.948, -2.215, -0.676], [-4.838, -1.599, -1.524], [-5.634, 0.187, -3.034], [-4.124, 2.070, -3.636], [-1.814, 2.160, -2.554]], "forces_ev_per_angstrom": [[0.265, 0.436, -0.405], [0.328, -0.314, -1.076], [0.818, 0.258, 1.668], [-1.226, 0.123, -0.613], [0.032, -0.047, -0.219], [-0.308, -0.056, -0.041], [0.786, 0.405, 0.622], [-0.105, -0.319, 0.083], [-0.287, -0.112, -0.613], [0.668, 0.258, 0.803], [-0.750, 0.432, -0.371], [0.222, 0.116, -1.064], [0.106, -0.565, -0.938], [0.450, -0.237, 0.394], [-0.514, -0.092, 0.446], [0.081, 0.131, 0.107], [-0.097, 0.339, 0.084], [0.625, -1.310, -1.356], [-0.391, 0.437, 0.976], [-0.123, -0.559, -0.447], [-0.267, 0.302, -0.361], [-0.125, -0.396, -0.733], [-0.496, -0.158, -0.593], [0.105, -0.197, 0.048], [0.036, -0.058, 0.550], [-0.429, 0.474, 0.330], [0.248, -0.090, 0.484], [0.468, -0.077, -0.164], [0.034, 0.277, 0.805], [0.185, 0.386, 0.093], [-0.366, 0.396, 0.212], [0.216, 0.056, 0.521], [0.245, 0.182, -0.061], [0.211, -0.075, 0.843], [-0.225, -0.002, 1.012], [-0.200, -0.621, -1.068], [0.290, 0.411, -0.075], [0.241, 0.207, 0.292], [-0.380, -0.722, -0.282], [-0.404, 0.580, 0.292], [-0.091, -0.837, -0.452], [0.437, -0.216, -0.575], [0.133, 0.459, 0.554], [-0.495, 0.431, -0.703], [0.404, -0.207, 0.814], [-0.012, -0.010, -0.527], [0.189, 0.005, 0.014], [0.076, -0.108, 0.062], [-0.179, 0.326, 0.780], [1.199, -0.415, -0.821], [0.019, 0.859, -0.581], [0.508, 0.540, -0.167], [0.000, -0.500, 0.582], [-0.745, 0.250, -1.053], [1.059, -0.602, 0.466], [-0.972, 0.678, -0.101], [-0.956, -0.415, 0.734], [-0.257, 0.111, 0.082], [-0.186, -0.038, 0.160], [0.085, 0.148, -0.189], [0.315, -0.181, 0.613], [-0.499, -0.478, 0.118]], "mulliken_charge": [1.48, -0.71, 0.47, -0.73, -0.71, -0.55, 0.69, 0.04, 1.23, -0.70, 0.15, -0.92, -0.48, -0.82, 0.06, -0.12, 0.02, -0.51, -0.51, -0.80, 0.06, 0.14, 0.57, 0.54, 0.49, 0.45, 0.42, 0.36, 0.44, 0.43, 0.41, 0.29, 0.04, -0.69, -0.47, -0.34, 0.10, 1.26, -0.67, -0.81, -0.51, 0.07, -0.25, 0.75, -0.55, 0.40, 0.29, 0.41, 0.46, -0.32, 0.50, -0.86, -0.32, -0.71, -0.67, 0.32, 0.31, 0.25, 0.50, 0.47, 0.44, 0.40]}



(2)
{"formula": "C4H9NO2", "method": "ωB97M-V/def2-TZVPD", "relative_energy_ev": 1.136, "e_lumo_ev": 0.951, "orbital_gap_ev": 10.79, "smiles": "CCCOC(N)=O", "total_charge": 0, "symbols": ["C", "C", "C", "O", "C", "N", "O", "H", "H", "H", "H", "H", "H", "H", "H", "H"], "positions_angstrom": [[0.684, 2.085, -0.605], [0.288, 0.630, -0.501], [1.191, -0.276, 0.319], [0.403, -1.467, 0.581], [-0.918, -1.237, 0.762], [-1.679, -2.162, 0.147], [-1.414, -0.313, 1.391], [1.653, 2.279, -1.072], [-0.085, 2.610, -1.181], [0.685, 2.508, 0.403], [-0.653, 0.654, 0.182], [0.213, 0.177, -1.512], [2.104, -0.667, -0.155], [1.478, 0.211, 1.256], [-2.673, -2.058, 0.265], [-1.277, -2.974, -0.280]], "forces_ev_per_angstrom": [[0.131, 0.294, 0.057], [-0.257, 0.282, 0.389], [-0.089, 0.224, 0.161], [-0.263, -0.065, 0.035], [-0.444, -0.253, 0.856], [-0.122, -0.160, -0.037], [0.243, -0.822, 0.381], [-0.019, -0.072, 0.014], [0.199, 0.033, 0.078], [0.129, 0.175, -0.109], [1.503, 0.233, -2.403], [-0.578, 0.213, 0.615], [-0.383, 0.282, -0.045], [-0.105, -0.145, 0.063], [0.079, -0.244, 0.011], [-0.024, 0.025, -0.066]], "mulliken_charge": [-1.37, -0.11, -0.41, -0.39, 0.77, -0.40, -0.66, 0.37, 0.34, 0.34, 0.26, 0.26, 0.29, 0.30, 0.22, 0.21]}



(3)
{"formula": "C26H52Br2Cl2N3O12P2", "method": "ωB97M-V/def2-TZVPD", "e_lumo_ev": -5.611, "orbital_gap_ev": 5.90, "total_charge": 1, "symbols": ["C", "C", "O", "O", "C", "C", "C", "C", "C", "Cl", "C", "N", "O", "C", "Br", "C", "C", "N", "C", "Cl", "N", "Br", "C", "C", "O", "H", "H", "H", "H", "H", "H", "H", "H", "H", "H", "H", "H", "H", "H", "H", "H", "H", "H", "H", "H", "H", "H", "O", "P", "O", "C", "C", "O", "C", "C", "O", "C", "C", "H", "H", "H", "H", "H", "H", "H", "H", "H", "H", "H", "H", "H", "H", "H", "O", "P", "O", "C", "C", "O", "C", "C", "O", "C", "C", "H", "H", "H", "H", "H", "H", "H", "H", "H", "H", "H", "H", "H", "H", "H"], "positions_angstrom": [[-2.774, 3.973, 4.418], [-3.725, 3.408, 3.162], [-4.628, 2.473, 3.460], [-3.502, 4.049, 1.862], [-3.426, 3.099, 0.749], [-2.364, 3.428, -0.451], [-2.989, 3.151, -1.927], [-3.534, 1.729, -2.400], [-3.944, 0.563, -1.381], [-2.413, 0.985, -3.742], [-2.185, 5.094, -0.398], [-3.523, 5.854, -0.524], [-1.362, 5.629, -1.488], [0.003, 5.097, -1.393], [1.018, 6.228, -0.024], [0.722, 5.573, -2.830], [2.358, 5.444, -2.805], [3.154, 6.595, -2.754], [0.124, 3.500, -1.088], [0.511, 2.555, -2.673], [-0.945, 2.875, -0.228], [-0.319, 3.196, 1.563], [-0.848, 1.368, -0.254], [0.618, 0.767, 0.278], [1.651, 0.455, -0.504], [-2.114, 4.883, 4.018], [-3.463, 4.458, 5.264], [-2.058, 3.154, 4.847], [-3.346, 2.038, 1.233], [-4.504, 3.123, 0.234], [-2.142, 3.472, -2.709], [-3.863, 3.933, -2.178], [-4.527, 1.916, -3.046], [-3.492, 0.532, -0.320], [-5.130, 0.553, -1.250], [-3.696, -0.487, -1.892], [-1.743, 5.491, 0.605], [-3.502, 6.670, 0.154], [-3.610, 6.285, -1.474], [0.480, 6.739, -2.871], [0.195, 5.131, -3.776], [2.864, 4.371, -2.794], [2.551, 7.445, -2.740], [1.140, 3.392, -0.461], [-1.177, 0.834, -1.227], [-1.582, 0.974, 0.602], [0.759, 0.487, 1.431], [5.217, -0.966, 5.957], [4.063, -1.447, 5.043], [3.520, 0.078, 4.689], [4.280, 0.877, 3.800], [4.240, 0.338, 2.383], [3.001, -1.763, 6.288], [3.493, -2.037, 7.593], [3.605, -0.759, 8.411], [2.773, -1.984, 4.023], [3.117, -2.980, 3.072], [3.823, -4.173, 3.691], [5.313, 0.960, 4.155], [3.844, 1.880, 3.815], [4.831, -0.579, 2.307], [4.657, 1.062, 1.677], [3.215, 0.098, 2.081], [4.449, -2.570, 7.540], [2.785, -2.714, 8.080], [4.087, 0.053, 7.861], [4.174, -0.940, 9.330], [2.611, -0.399, 8.688], [3.739, -2.536, 2.292], [2.188, -3.312, 2.599], [4.779, -3.886, 4.134], [4.019, -4.935, 2.932], [3.215, -4.613, 4.489], [-0.052, -6.329, -3.618], [-0.769, -5.056, -4.128], [-1.305, -4.587, -2.632], [-0.369, -4.046, -1.717], [0.132, -2.687, -2.161], [-2.157, -5.842, -4.611], [-2.118, -7.226, -4.931], [-2.420, -8.076, -3.705], [-1.571, -3.632, -4.698], [-0.825, -2.827, -5.598], [-0.260, -3.611, -6.768], [0.466, -4.742, -1.575], [-0.881, -3.944, -0.755], [0.801, -2.790, -3.020], [0.693, -2.195, -1.360], [-0.697, -2.039, -2.463], [-1.154, -7.490, -5.381], [-2.879, -7.413, -5.694], [-1.861, -7.756, -2.823], [-2.186, -9.128, -3.900], [-3.479, -8.002, -3.446], [-0.020, -2.327, -5.054], [-1.497, -2.049, -5.972], [0.452, -4.368, -6.435], [0.259, -2.941, -7.460], [-1.058, -4.132, -7.309]], "forces_ev_per_angstrom": [[-0.151, 1.678, -0.996], [-3.189, -3.468, 3.064], [5.759, 5.802, -3.081], [0.563, -2.179, 1.688], [-2.383, -1.456, -0.478], [-2.243, 2.913, 0.197], [0.830, 0.887, -1.667], [-1.887, -0.466, -0.939], [-1.107, -1.536, -0.237], [-0.625, 0.621, 1.263], [-1.268, 2.336, 0.344], [1.733, -0.044, 0.351], [1.700, -2.831, 1.460], [-0.408, 1.249, -2.206], [-0.822, -1.065, -0.333], [0.147, 1.114, 0.386], [1.715, 3.945, 0.173], [-3.770, -5.440, -0.276], [3.711, 1.083, -0.627], [-0.975, 0.986, 1.863], [0.160, -0.912, -0.272], [-0.457, 0.784, 0.683], [-0.375, -3.447, 1.418], [5.197, -2.021, -3.037], [-6.748, 2.251, 4.416], [-1.374, -2.082, 0.757], [1.404, -1.524, -1.936], [-1.724, 1.366, -0.913], [0.109, 1.832, -1.167], [2.533, -0.070, 0.911], [-1.839, -0.771, 1.743], [2.020, -1.641, 1.322], [2.451, -0.230, 1.519], [-0.577, 0.351, -1.879], [2.626, 0.190, -0.193], [-0.512, 2.389, 1.137], [-0.534, -1.344, -1.650], [0.014, -1.510, -1.100], [0.330, -0.717, 1.048], [0.528, -2.530, 0.247], [1.085, 0.375, 1.980], [-1.043, 2.540, -0.098], [0.234, -0.838, -0.064], [-2.369, 0.092, -1.667], [0.787, 1.476, 1.255], [1.527, 1.051, -1.941], [-0.728, 0.697, -2.406], [1.186, -2.917, -3.417], [-5.393, 5.492, 5.962], [0.440, 0.177, -0.686], [-0.001, 0.267, -0.025], [0.050, -0.038, -0.165], [0.576, -1.166, -1.071], [0.298, 0.169, 0.581], [-0.056, 0.109, 0.175], [3.180, -1.466, -0.752], [-0.173, -0.611, -0.442], [-0.387, -0.180, 0.070], [-0.055, 0.025, -0.016], [-0.023, -0.097, 0.172], [0.023, -0.013, -0.100], [0.008, -0.102, 0.060], [0.109, 0.069, 0.044], [-0.124, 0.237, 0.023], [-0.073, 0.057, -0.242], [0.115, -0.241, -0.035], [-0.111, 0.023, -0.125], [0.034, -0.076, 0.021], [-0.006, -0.053, -0.163], [-0.002, 0.131, 0.102], [0.234, 0.083, 0.004], [0.040, 0.089, 0.128], [0.067, 0.066, -0.183], [2.607, 2.867, -2.571], [-7.712, -3.888, 4.645], [0.732, 0.498, 0.268], [-0.124, -0.017, 0.259], [0.106, 0.186, -0.041], [1.060, 0.843, -1.052], [0.055, -0.650, 0.161], [-0.131, -0.149, 0.093], [3.429, -0.337, -1.184], [-0.018, 0.470, -0.568], [-0.352, 0.069, -0.215], [-0.028, 0.027, 0.009], [-0.082, -0.144, -0.129], [0.073, 0.092, -0.001], [0.050, -0.063, -0.083], [0.017, -0.102, 0.060], [-0.143, 0.013, 0.220], [0.008, 0.251, 0.069], [0.137, 0.003, -0.227], [-0.061, 0.152, 0.019], [0.042, -0.025, -0.072], [0.073, 0.161, -0.033], [-0.056, -0.102, 0.137], [0.205, -0.089, 0.096], [-0.015, -0.134, 0.076], [0.119, 0.148, 0.087]], "mulliken_charge": [-0.83, 0.58, -0.50, -0.24, -1.12, 1.20, -0.93, 0.00, -0.89, -0.12, -0.49, -0.59, -0.41, 0.24, -0.02, -0.88, 0.05, -0.55, -0.30, 0.05, 0.07, 0.22, 0.16, -0.32, -0.46, 0.23, 0.32, 0.27, 0.43, 0.27, 0.20, 0.42, 0.43, 0.16, 0.32, 0.30, 0.51, 0.33, 0.30, 0.36, 0.32, 0.24, 0.28, 0.63, 0.15, 0.24, 0.37, -0.70, 0.97, -0.35, -0.37, -1.01, -0.34, -0.33, -1.04, -0.19, -0.15, -1.22, 0.26, 0.33, 0.23, 0.47, 0.24, 0.32, 0.36, 0.28, 0.34, 0.29, 0.23, 0.32, 0.38, 0.39, 0.30, -0.70, 0.99, -0.40, -0.49, -0.71, -0.35, -0.33, -1.03, -0.22, -0.08, -1.24, 0.28, 0.35, 0.17, 0.31, 0.26, 0.32, 0.36, 0.28, 0.34, 0.29, 0.21, 0.31, 0.38, 0.39, 0.30]}